[1]
Density functional theory data (the ωB97M-V functional and the def2-TZVPD basis) for a cluster of 12 separate species, C20H64O20 in total.

Results
Charge: 0
Frontier orbital gap, eV: 9.97
E_HOMO, Eh: -0.3543
LUMO energy, eV: 0.329
SMILES string: OCCO.OCCO.OCCO.OCCO.OCCO.OCCO.OCCO.OCCO.CO.CO.CO.CO
Energy relative to the best compared isomer or geometry (same formula, charge and spin), kcal per mole: 0.0

Geometry (Å):
O  -2.590  -2.791  -2.093
C  -1.798  -2.225  -3.091
C  -2.605  -2.000  -4.368
O  -3.663  -1.072  -4.088
H  -3.266  -2.202  -1.685
H  -1.347  -1.290  -2.879
H  -1.029  -2.943  -3.382
H  -3.173  -2.841  -4.746
H  -1.958  -1.603  -5.142
H  -4.520  -1.532  -4.165
O  -1.199  0.206  3.903
C  -0.749  -0.472  5.098
C  -0.650  -1.975  4.896
O  0.318  -2.437  3.954
H  -0.384  0.418  3.481
H  0.265  -0.265  5.410
H  -1.473  -0.311  5.916
H  -1.648  -2.348  4.559
H  -0.526  -2.403  5.884
H  0.026  -2.277  3.047
O  2.448  0.955  2.956
C  3.541  0.340  2.226
C  3.659  0.905  0.857
O  4.013  2.273  0.895
H  2.714  1.893  3.124
H  4.442  0.485  2.835
H  3.242  -0.742  2.172
H  2.628  0.887  0.479
H  4.341  0.494  0.178
H  3.564  2.782  1.558
O  -1.820  1.227  -4.754
C  -2.184  2.119  -3.712
C  -1.844  1.486  -2.358
O  -0.506  1.094  -2.393
H  -2.639  0.694  -4.894
H  -1.627  3.065  -3.815
H  -3.298  2.294  -3.580
H  -2.494  0.640  -2.241
H  -1.944  2.248  -1.571
H  -0.395  0.429  -3.132
O  0.212  5.870  2.159
C  1.556  6.015  2.505
C  2.095  4.940  3.402
O  2.183  3.686  2.750
H  -0.025  5.128  1.576
H  2.294  6.002  1.688
H  1.631  6.982  3.031
H  1.483  4.829  4.310
H  3.120  5.198  3.692
H  1.569  3.672  2.041
O  -3.637  0.630  1.649
C  -4.731  0.555  0.753
C  -5.136  -0.887  0.532
O  -4.098  -1.648  -0.105
H  -3.870  1.090  2.452
H  -5.580  1.004  1.221
H  -4.541  1.193  -0.133
H  -5.957  -0.871  -0.163
H  -5.405  -1.254  1.502
H  -3.409  -1.835  0.577
O  1.010  -0.105  -4.728
C  2.385  0.191  -4.363
C  2.502  1.540  -3.658
O  2.010  2.519  -4.574
H  0.704  0.668  -5.220
H  2.616  -0.571  -3.610
H  2.949  0.134  -5.318
H  3.541  1.769  -3.459
H  1.821  1.488  -2.785
H  1.432  3.040  -4.011
O  -1.694  -1.362  1.374
C  -0.980  -0.760  0.272
C  0.365  -0.233  0.660
O  0.171  0.914  1.536
H  -2.018  -0.736  2.041
H  -0.866  -1.462  -0.578
H  -1.613  0.078  -0.070
H  0.879  0.119  -0.244
H  0.991  -0.988  1.124
H  1.052  1.066  1.945
C  3.851  -3.446  2.294
O  3.048  -2.755  1.362
H  4.396  -2.647  2.822
H  3.317  -3.956  3.101
H  4.568  -4.134  1.757
H  2.630  -3.404  0.771
C  1.006  3.455  -0.698
O  0.440  3.447  0.650
H  0.313  3.775  -1.481
H  1.833  4.229  -0.646
H  1.347  2.459  -0.948
H  0.132  2.569  0.903
C  -1.400  -4.914  0.858
O  -0.734  -3.889  0.060
H  -2.447  -4.664  0.881
H  -1.319  -5.907  0.385
H  -0.969  -4.871  1.848
H  -1.376  -3.475  -0.521
C  1.897  -3.643  -2.054
O  1.801  -4.371  -0.806
H  1.823  -2.549  -1.890
H  2.884  -3.894  -2.469
H  1.201  -4.043  -2.776
H  0.879  -4.191  -0.519

These are the Mulliken partial charges, in e, on atoms 1 to 8: O -0.61; C 1.04; C -0.90; O -0.61; H 0.48; H -0.54; H 0.14; H 0.51

---

[2]
Density functional theory data (the ωB97M-V functional and the def2-TZVPD basis) for a structure of composition C20H70BaF3O18.

Results
Charge: +1
Frontier orbital gap, eV: 7.64
E_HOMO, Eh: -0.4071
LUMO energy, eV: -3.440
Energy relative to the best compared isomer or geometry (same formula, charge and spin), kcal per mole: 0.0

Geometry (Å):
Ba  -0.574  -0.555  -4.167
C  0.109  -0.213  -0.599
O  -1.236  0.021  -1.062
O  0.859  -0.400  -1.708
C  0.515  0.935  0.340
F  0.364  2.130  -0.219
F  -0.141  0.927  1.496
F  1.807  0.799  0.657
C  -2.268  0.065  -0.085
C  -3.580  0.306  -0.807
H  -3.786  -0.502  -1.515
H  -4.359  0.429  -0.056
H  -3.530  1.165  -1.483
H  -2.165  0.844  0.674
H  -2.344  -0.880  0.470
H  0.148  -1.159  -0.040
C  1.226  5.016  -0.683
O  0.934  6.290  -1.222
H  1.075  4.906  0.395
H  0.717  4.241  -1.261
H  2.286  4.793  -0.813
H  0.048  6.545  -0.951
C  2.740  -2.196  -4.403
O  1.554  -2.110  -5.210
H  3.609  -1.727  -4.862
H  2.573  -1.719  -3.437
H  2.980  -3.237  -4.181
H  1.829  -2.343  -6.105
C  -5.749  -1.672  0.726
O  -5.105  -1.123  1.872
H  -6.643  -1.103  0.485
H  -5.049  -1.663  -0.115
H  -6.057  -2.702  0.929
H  -4.219  -1.530  1.964
C  2.733  -3.368  -0.603
O  1.561  -3.221  -1.375
H  3.660  -3.120  -1.133
H  2.648  -2.728  0.276
H  2.906  -4.377  -0.231
H  1.420  -2.284  -1.569
C  -0.687  1.331  4.679
O  0.355  0.427  5.038
H  -1.093  1.876  5.539
H  -0.296  2.104  4.019
H  -1.514  0.806  4.190
H  -0.017  -0.202  5.662
C  4.251  1.044  -2.646
O  2.883  1.401  -2.455
H  4.399  0.118  -3.220
H  4.675  1.879  -3.200
H  4.742  0.908  -1.678
H  2.418  0.733  -1.916
C  -4.412  2.016  2.504
O  -5.610  1.549  1.912
H  -3.997  1.259  3.177
H  -3.671  2.213  1.710
H  -4.540  2.959  3.032
H  -5.507  0.571  1.837
C  2.911  2.759  3.453
O  2.457  2.282  4.700
H  3.575  3.611  3.580
H  3.458  2.026  2.848
H  2.059  3.068  2.831
H  1.740  1.643  4.550
C  4.410  -0.581  0.688
O  5.628  -0.196  0.028
H  4.575  -1.568  1.120
H  4.214  0.131  1.489
H  3.552  -0.494  0.015
H  5.724  -0.783  -0.727
C  -1.784  -1.679  2.878
O  -2.730  -2.492  2.187
H  -1.650  -0.778  2.278
H  -2.094  -1.364  3.878
H  -0.824  -2.185  2.951
H  -3.031  -3.226  2.734
C  -1.978  -3.174  -1.620
O  -2.222  -2.239  -2.682
H  -2.669  -2.997  -0.790
H  -2.249  -4.179  -1.962
H  -0.941  -3.180  -1.299
H  -3.063  -2.443  -3.098
C  1.850  -1.427  2.945
O  2.520  -2.684  2.823
H  1.100  -1.460  3.743
H  2.596  -0.706  3.279
H  1.390  -1.161  1.985
H  1.774  -3.292  2.684
C  -4.599  0.706  -4.384
O  -3.653  -0.365  -4.559
H  -5.198  0.854  -5.288
H  -5.284  0.480  -3.564
H  -4.068  1.638  -4.209
H  -4.185  -1.131  -4.804
C  0.008  -4.336  1.202
O  0.291  -4.381  2.595
H  0.015  -3.289  0.888
H  0.762  -4.843  0.594
H  -0.984  -4.721  0.946
H  0.315  -5.316  2.834
C  -0.740  2.862  -2.961
O  -1.242  2.225  -4.151
H  -0.802  3.950  -2.992
H  -1.337  2.592  -2.088
H  0.289  2.538  -2.802
H  -1.575  2.882  -4.767
C  4.046  3.049  0.193
O  4.562  4.296  0.646
H  2.993  3.031  0.449
H  4.244  2.930  -0.871
H  4.515  2.218  0.733
H  5.448  4.426  0.300

These are the Mulliken partial charges, in e, on atoms 1 to 8: Ba 1.82; C 1.34; O 0.98; O -0.98; C -0.55; F 0.00; F -0.05; F 0.17

---

[3]
Density functional theory data (the ωB97M-V functional and the def2-TZVPD basis) for a cluster of 14 separate species, C20H70N2O20 in total.

Results
<S²>: 0.755
Charge: +1
Frontier orbital gap (alpha / beta), eV: 8.10 / 2.87
E_HOMO (alpha / beta), Eh: -0.4017 / -0.4017
LUMO energy (alpha / beta), eV: -2.831 / -8.059
Spin multiplicity: 2

Geometry (Å):
C  3.232  3.290  -3.101
C  3.706  3.066  -1.652
C  5.302  2.874  -1.453
O  5.739  1.889  -2.423
C  7.096  1.635  -2.190
N  3.143  4.242  -0.921
H  2.179  3.570  -3.057
H  3.285  2.370  -3.684
H  3.859  4.027  -3.603
H  3.347  2.091  -1.321
H  5.449  2.430  -0.469
H  5.916  3.768  -1.563
H  7.142  0.882  -1.403
H  7.744  2.424  -1.806
H  7.499  1.372  -3.167
H  2.140  4.131  -0.956
H  3.298  5.029  -1.535
C  -6.107  -1.305  -2.562
C  -5.143  -0.157  -2.085
C  -3.648  -0.683  -1.730
O  -3.608  -1.637  -0.689
C  -3.258  -2.973  -1.029
N  -4.981  0.996  -2.986
H  -6.924  -0.848  -3.120
H  -6.385  -1.987  -1.758
H  -5.527  -1.883  -3.282
H  -5.540  0.249  -1.155
H  -3.155  0.197  -1.315
H  -3.168  -1.039  -2.641
H  -2.276  -3.071  -1.490
H  -3.983  -3.317  -1.767
H  -3.377  -3.721  -0.245
H  -4.040  1.315  -3.169
H  -5.491  0.974  -3.858
C  -1.908  -6.483  -0.318
C  -0.424  -6.395  -0.346
O  -0.021  -5.003  -0.465
O  -2.280  -6.470  1.074
H  -2.205  -7.444  -0.739
H  -2.446  -5.696  -0.847
H  -0.034  -6.951  -1.199
H  -0.099  -6.870  0.579
H  -0.290  -4.546  0.335
H  -1.967  -5.604  1.345
C  -1.695  2.927  -3.032
C  -1.126  3.876  -4.105
O  -1.917  4.323  -5.231
O  -2.308  1.777  -3.649
H  -2.525  3.511  -2.631
H  -0.956  2.837  -2.236
H  -0.251  3.340  -4.473
H  -0.650  4.751  -3.663
H  -1.995  5.279  -5.256
H  -2.762  2.056  -4.447
C  3.717  2.245  1.797
C  3.229  1.545  3.073
O  1.883  1.026  2.767
O  3.311  3.609  1.731
H  3.497  1.677  0.893
H  4.806  2.283  1.770
H  3.106  2.326  3.824
H  3.841  0.688  3.354
H  2.007  0.147  2.401
H  3.398  3.841  0.803
C  -1.818  3.826  3.911
C  -0.733  2.719  3.599
O  -0.307  2.841  2.267
O  -1.354  4.744  4.870
H  -2.734  3.321  4.216
H  -1.988  4.273  2.931
H  -1.157  1.721  3.707
H  0.145  2.806  4.239
H  0.209  2.072  2.015
H  -0.539  5.171  4.597
C  -1.062  -1.280  5.553
C  0.049  -1.083  4.541
O  0.464  -2.324  3.902
O  -1.192  -0.156  6.333
H  -0.531  -1.948  6.232
H  -1.978  -1.758  5.204
H  0.870  -0.597  5.068
H  -0.234  -0.386  3.752
H  1.116  -2.115  3.229
H  -2.096  -0.173  6.657
C  -0.439  0.515  -0.415
C  -0.607  -0.530  0.739
O  0.020  -1.730  0.419
O  0.839  1.176  -0.456
H  -1.170  1.277  -0.146
H  -0.754  0.031  -1.340
H  -1.670  -0.727  0.599
H  -0.318  -0.155  1.721
H  0.962  -1.678  0.243
H  1.548  0.607  -0.764
O  2.426  -1.842  2.220
H  2.190  -2.341  1.437
H  3.038  -2.409  2.689
O  2.371  -3.409  -0.091
H  1.660  -4.031  -0.251
H  3.021  -3.609  -0.765
O  0.662  -3.211  -2.883
H  0.066  -3.260  -2.135
H  1.045  -2.336  -2.827
O  2.035  -0.499  -3.042
H  2.248  -0.624  -3.967
H  2.819  -0.785  -2.574
O  -4.389  -1.088  1.766
H  -4.498  -1.963  2.139
H  -4.477  -1.218  0.822
O  -0.830  -3.865  1.846
H  -0.766  -2.970  1.512
H  -0.563  -3.798  2.762

These are the Mulliken partial charges, in e, on atoms 1 to 8: C -1.54; C 1.54; C -0.46; O -0.33; C -0.84; N -0.61; H 0.36; H 0.32

---

[4]
Density functional theory data (the ωB97M-V functional and the def2-TZVPD basis) for a structure of composition C20H9Cl2IIrN4O5S3.

Results
Charge: -1
Frontier orbital gap, eV: 6.99
E_HOMO, Eh: -0.1943
LUMO energy, eV: 1.708
Energy relative to the best compared isomer or geometry (same formula, charge and spin), kcal per mole: 11.2

Geometry (Å):
Ir  0.070  -0.029  -0.081
Cl  2.244  -4.215  4.994
C  2.152  -2.976  3.772
C  3.286  -2.314  3.391
C  3.251  -1.319  2.405
I  5.005  -0.363  1.834
C  2.069  -0.949  1.775
O  1.967  -0.026  0.880
C  0.888  -1.645  2.212
N  -0.266  -1.273  1.587
C  -1.381  -1.922  1.829
C  -1.443  -2.959  2.772
C  -0.313  -3.324  3.448
C  0.907  -2.668  3.178
H  4.230  -2.573  3.850
H  -2.251  -1.619  1.260
H  -2.382  -3.469  2.931
H  -0.331  -4.129  4.169
S  -2.035  0.243  -1.050
C  -1.256  0.644  -2.541
S  0.449  0.744  -2.258
C  -1.893  0.877  -3.737
C  -1.164  1.280  -4.891
N  -0.586  1.619  -5.829
C  -3.308  0.764  -3.839
N  -4.455  0.675  -3.910
O  1.973  -2.367  -0.842
Cl  0.743  -3.060  -1.078
O  0.490  -4.007  -0.024
O  0.732  -3.686  -2.359
O  -0.389  -2.067  -1.046
S  -0.323  3.047  3.161
C  -0.009  1.621  2.285
N  -0.151  1.682  0.995
C  -0.521  2.981  0.595
C  -0.717  3.458  -0.701
C  -1.084  4.775  -0.872
C  -1.261  5.635  0.218
C  -1.053  5.186  1.502
C  -0.678  3.856  1.674
H  0.308  0.727  2.797
H  -0.560  2.811  -1.547
H  -1.238  5.147  -1.876
H  -1.557  6.662  0.049
H  -1.170  5.842  2.355

These are the Mulliken partial charges, in e, on atoms 1 to 8: Ir 2.00; Cl -0.30; C 0.55; C -0.41; C -0.24; I 0.02; C 0.84; O -0.93

---

[5]
Density functional theory data (the ωB97M-V functional and the def2-TZVPD basis) for a structure of composition C21H12AuN5O3S2.

Results
Charge: -2
Frontier orbital gap, eV: 6.99
E_HOMO, Eh: -0.0960
LUMO energy, eV: 4.380
Energy relative to the best compared isomer or geometry (same formula, charge and spin), kcal per mole: 0.0

Geometry (Å):
Au  0.397  -1.566  -2.002
C  -2.379  -2.937  1.429
C  -1.036  -2.495  1.778
C  -0.778  -2.033  3.149
C  0.502  -1.812  3.524
C  1.501  -1.996  2.568
C  2.856  -1.667  2.836
C  3.806  -1.801  1.850
C  3.487  -2.240  0.564
C  2.165  -2.638  0.213
S  1.889  -3.193  -1.397
C  1.162  -2.447  1.229
N  -0.076  -2.713  0.945
H  -3.127  -2.122  1.499
H  -2.766  -3.778  2.015
H  -2.289  -3.202  0.370
H  -1.614  -1.939  3.815
H  0.797  -1.559  4.549
H  3.147  -1.356  3.853
H  4.828  -1.550  2.103
H  4.179  -2.274  -0.244
N  3.600  2.347  -5.183
C  2.994  3.137  -4.572
C  2.227  3.914  -3.707
C  1.208  4.750  -4.073
N  0.383  5.532  -4.347
C  2.557  3.978  -2.359
N  2.883  3.995  -1.218
O  -4.433  -0.780  0.056
S  -4.089  0.177  -1.002
O  -5.101  1.103  -1.430
N  -3.247  -0.575  -2.199
C  -1.955  -0.205  -2.198
O  -1.100  -0.639  -3.062
C  -1.610  0.806  -1.170
C  -0.374  1.398  -0.901
C  -0.254  2.398  0.121
C  -1.382  2.748  0.845
C  -2.615  2.102  0.641
C  -2.735  1.170  -0.403
H  0.432  1.163  -1.593
H  0.674  2.933  0.251
H  -1.245  3.543  1.581
H  -3.471  2.322  1.276

These are the Mulliken partial charges, in e, on atoms 1 to 8: Au 0.25; C -1.12; C 0.60; C -0.71; C -0.68; C 1.11; C -0.81; C -0.56

---

[6]
Density functional theory data (the ωB97M-V functional and the def2-TZVPD basis) for a structure of composition C21H12Cl5IrN4OS2.

Results
<S²>: 0.775
Charge: -1
Frontier orbital gap (alpha / beta), eV: 5.48 / 5.51
E_HOMO (alpha / beta), Eh: -0.1238 / -0.1248
LUMO energy (alpha / beta), eV: 2.112 / 2.116
Spin multiplicity: 2
Energy relative to the best compared isomer or geometry (same formula, charge and spin), kcal per mole: 72.0

Geometry (Å):
Ir  -1.252  0.511  -0.647
N  -5.616  -0.732  0.157
C  -4.290  -0.567  -0.178
S  -3.867  1.130  -0.654
N  -3.488  -1.562  -0.183
N  -2.203  -1.477  -0.526
C  -1.512  -2.602  -0.392
C  -0.137  -2.798  -0.632
C  0.450  -4.007  -0.211
C  1.799  -4.245  -0.325
C  2.635  -3.270  -0.872
C  2.101  -2.093  -1.335
C  0.716  -1.809  -1.254
O  0.283  -0.715  -1.750
H  -6.055  0.111  0.496
H  -5.796  -1.551  0.722
H  -2.069  -3.454  -0.002
H  -0.184  -4.754  0.250
H  2.213  -5.180  0.028
H  3.702  -3.440  -0.929
H  2.722  -1.326  -1.779
Cl  -2.695  0.246  -3.717
C  -1.599  1.567  -3.601
C  -0.996  1.820  -2.372
C  -0.097  2.883  -2.347
Cl  0.696  3.216  -0.849
C  0.192  3.660  -3.462
Cl  1.320  4.954  -3.371
C  -0.449  3.385  -4.665
Cl  -0.119  4.338  -6.059
C  -1.357  2.334  -4.735
Cl  -2.160  1.999  -6.219
N  0.100  0.421  1.052
C  0.824  0.565  1.950
C  1.664  0.730  3.036
C  3.065  0.787  2.858
C  3.882  0.986  3.944
C  3.345  1.130  5.222
C  1.965  1.064  5.405
C  1.126  0.869  4.336
H  3.470  0.685  1.863
H  4.953  1.044  3.811
H  3.995  1.305  6.065
H  1.557  1.182  6.400
H  0.055  0.833  4.465
S  -2.888  1.830  1.005

These are the Mulliken partial charges, in e, on atoms 1 to 8: Ir 0.86; N -0.48; C 0.52; S -0.34; N -1.17; N 0.79; C -0.49; C 0.84

---

Computed max |F| (eV/Å) in order:
3.1, 1.8, 4.0, 1.6, 4.1, 3.5
Computed molar mass (Da) in order:
624.712, 793.084, 658.774, 871.543, 643.460, 769.970